Below is a 2-piece molecular cluster, C2H2NO2S overall in a non-equilibrium geometry, with properties calculated with ωB97M-V/def2-TZVPD.

Atoms and positions in Å:
C -1.47380 1.10270 -0.11608
C -3.35975 -0.73446 -0.01349
N -0.48804 0.10594 0.05760
O -2.82364 -1.29823 0.84646
O -3.97266 -0.38093 -0.91306
S -0.95911 2.64579 0.33175
H -0.64803 -0.90437 -0.05263
H 0.37068 0.55340 0.27933

Computed properties:
E_LUMO in eV: 3.64
ΔE to the lowest compared entry with this formula, charge and spin in eV: 1.4321
E_HOMO in Ha: -0.0804
DFT total energy in eV: -18526.9972
Net charge: -1
HOMO-LUMO gap in Eh: 0.21420

Atom-resolved charges from Mulliken, all expressed in e:
1. C -0.4523
2. C 0.5906
3. N -0.3324
4. O -0.3572
5. O -0.2873
6. S -0.5868
7. H 0.2240
8. H 0.2014